1.
Molecular formula: C20H40O40S10
Method: DFT, ωB97M-V/def2-TZVPD

Atoms and positions in Å:
O: 2.877 -0.616 -1.182
O: -2.737 2.863 -0.249
H: -0.020 -2.020 -1.412
O: 6.565 3.072 -2.342
O: 1.906 -3.853 -1.808
C: -6.942 1.025 -2.787
C: 3.728 3.778 1.795
S: 6.774 3.315 -0.643
H: -3.379 -3.529 3.395
H: 6.437 -2.639 -3.767
H: -5.570 -3.291 2.880
H: -5.462 -1.695 3.596
O: 8.748 -1.673 -0.006
O: -2.998 -2.136 1.725
H: -2.828 -2.532 -2.165
S: 2.141 -4.245 -0.387
S: -4.421 0.710 -3.291
H: 4.086 2.021 -1.262
C: 5.535 -1.988 -1.908
O: 8.123 3.032 -0.167
S: -3.933 -0.984 1.003
O: 0.637 0.554 -1.796
O: -0.545 -0.092 2.566
O: -5.691 0.577 -2.206
H: 4.673 5.663 2.089
H: -1.250 -0.106 -2.374
S: 0.149 -0.546 3.956
H: -0.056 1.884 2.606
H: -1.306 2.385 4.601
O: -5.425 1.193 -4.556
O: -2.884 5.292 0.365
H: -7.586 0.213 -3.124
O: -1.450 -3.958 -2.487
O: 5.828 2.005 -0.240
S: 1.755 0.141 -0.624
O: 1.554 0.042 4.064
H: -6.554 3.666 2.108
H: -3.387 -3.969 -1.445
S: -3.346 3.903 0.570
C: 3.652 5.294 1.997
H: -7.500 1.706 -2.144
O: 2.016 1.273 0.332
C: 6.499 -2.848 -2.699
C: -5.044 -2.338 2.822
C: -3.542 -2.540 2.966
H: 4.660 -2.542 -1.569
O: -3.489 1.807 -2.913
H: -4.466 3.209 3.705
O: -0.967 0.392 4.875
C: 1.058 -3.957 1.832
H: 3.300 3.477 0.838
C: -2.849 -3.610 -2.322
C: -5.586 3.305 1.762
S: 7.876 -1.390 -1.135
H: 5.112 0.498 -1.162
H: -6.631 2.805 -4.141
O: -5.021 3.858 0.596
O: 6.067 4.559 -0.413
O: 3.035 3.278 2.948
H: -3.933 -3.116 -4.302
H: 3.060 -3.341 2.411
O: -3.841 -0.614 -3.698
C: -4.434 3.715 2.740
C: 2.248 -3.010 1.764
S: 1.827 4.360 3.478
C: -0.954 1.275 2.707
C: 5.076 1.573 -1.340
C: -0.363 -1.249 -0.722
H: 1.991 -1.983 2.024
O: -2.400 -4.508 -4.512
H: -1.115 0.777 -0.838
H: -7.367 1.420 -4.947
H: -4.556 4.794 2.828
O: 0.131 -5.017 -4.168
H: 1.342 -4.934 2.223
O: 2.787 5.580 3.073
C: 5.783 1.952 -2.661
S: -1.215 -5.169 -3.596
C: -1.521 1.422 4.136
C: -6.676 1.716 -4.158
O: 2.839 -5.486 -0.102
O: -3.867 -1.043 -0.463
O: 7.835 -2.629 -2.169
C: -0.639 0.039 -1.483
O: -5.247 -1.746 1.589
H: -1.622 1.573 1.899
O: -3.749 0.323 1.716
O: 1.582 4.318 4.935
O: 8.159 -0.078 -1.818
H: 5.003 2.264 -3.356
C: -3.528 -3.966 -3.752
O: 0.753 -4.213 0.490
H: 6.185 -3.871 -2.492
O: 0.584 4.378 2.668
O: 6.274 -1.623 -0.795
H: -4.340 -4.668 -3.565
H: -5.608 2.224 1.625
H: -2.607 1.392 4.222
O: -0.039 -1.966 4.198
O: 2.778 -3.048 0.533
H: -1.192 -1.522 -0.069
H: 6.461 1.174 -3.013
H: 4.733 3.367 1.886
H: 0.189 -3.500 2.304
O: -3.188 3.512 2.140
H: 3.332 5.759 1.065
H: 5.206 -1.148 -2.521
O: 0.751 -0.953 0.037
O: -1.657 -6.443 -3.051
H: -3.178 -1.761 3.636

Properties
LUMO: -0.467 eV
orbital gap: 10.2 eV

=====

2.
Molecular formula: C20H40P2SiZr
Method: DFT, ωB97M-V/def2-TZVPD

Atoms and positions in Å:
H: 1.515 1.289 2.258
H: -3.679 2.405 0.233
H: -3.918 3.738 -2.192
H: -1.428 -3.048 -4.286
H: -0.555 -1.184 -6.087
H: 2.271 2.771 -5.685
H: -0.084 3.504 -0.555
H: 2.542 -4.206 -4.484
H: 3.575 1.672 -5.068
C: 1.515 0.304 2.745
H: 1.838 -4.038 -6.118
C: -0.244 1.669 -4.884
H: -0.590 -4.150 -5.411
C: -1.507 0.073 2.191
H: 2.656 2.712 -3.924
H: -1.148 0.518 -2.757
H: 2.493 -0.160 2.552
C: 0.524 -1.412 -6.114
H: -0.245 -2.121 4.133
H: 1.475 0.963 -2.727
H: -4.774 0.020 -0.646
H: -1.426 1.173 2.208
H: 4.744 -1.531 -3.398
H: 4.262 -1.813 -1.723
H: -1.942 4.583 -1.601
C: -3.930 0.650 -0.942
H: 2.437 -0.350 -6.477
C: 0.583 -1.140 0.280
H: -0.185 2.116 -5.884
H: 4.552 -0.174 -2.286
Zr: 1.914 -0.861 -2.872
C: -0.860 2.895 -1.019
H: 0.996 -2.888 3.112
H: -3.155 2.270 -2.775
H: 0.713 -2.066 -6.981
H: -2.832 -1.064 -1.498
H: 0.976 0.540 -6.989
H: -2.163 -0.214 1.350
C: -4.040 2.101 -0.766
C: -0.745 1.409 -0.824
C: 0.995 -1.192 -0.906
H: -0.418 2.450 -4.137
C: -1.589 0.651 -1.762
H: 0.311 1.110 -0.905
C: -3.265 2.903 -1.884
H: -2.033 -0.215 3.120
H: -0.728 -3.030 2.680
C: -0.482 -3.570 -4.480
C: 4.120 -1.137 -2.587
C: -2.787 0.025 -1.417
C: 1.383 -0.132 -6.214
Si: 0.152 -0.799 2.053
C: 2.594 2.129 -4.853
H: 3.106 -2.910 -5.560
H: -5.110 2.377 -0.794
P: 0.928 -2.398 -4.535
C: 0.034 -2.355 3.093
H: -1.081 0.959 -4.857
C: -1.967 3.504 -1.490
H: -0.304 -4.274 -3.654
H: -0.985 1.119 0.201
P: 1.341 0.838 -4.583
H: 1.426 0.465 3.829
C: 2.227 -3.488 -5.250

Properties
LUMO (spin up / spin down): -8.426 / -8.427 eV
net charge: +2
orbital gap (spin up / spin down): 6.1 / 6.1 eV

=====

Energy above the lowest of the compared OMol25 structures with the same formula, charge and spin: 562.3; 0.0 (kJ/mol)